No. 1
A 4-piece molecular cluster, C23H52BBr2N2O3 overall. Source: the Open Molecules 2025 dataset; level of theory: wB97M-V/def2-TZVPD.

Summary:
- orbital gap (eV) = 7.40
- net charge = -1
- HOMO energy (eV) = -4.89

Structure (XYZ):
```
83
Properties=species:S:1:pos:R:3:mulliken_charge:R:1
C 2.2555 -3.3833 1.4411 -0.855
C 2.7405 -1.8111 1.5945 -0.091
Br 4.4136 -1.6085 0.4449 -0.286
C 1.5927 -0.7627 1.0304 -0.660
N 0.4269 -1.5590 0.4896 -0.187
C -0.8670 -1.2932 1.2252 0.033
Br -1.4052 0.6256 0.8117 -0.174
B -2.0260 -2.2273 0.4523 0.459
N -2.1235 -3.7586 0.6472 -0.596
O -3.0278 -1.6098 -0.4823 -0.483
C -0.7984 -1.5943 2.8524 0.266
O -0.2016 -0.7552 3.7439 -0.641
O -1.4251 -2.8049 3.4806 -0.702
H 2.2355 -3.7160 0.3024 0.179
H 3.0540 -4.0860 1.9611 0.342
H 1.2321 -3.5945 1.9997 0.211
H 3.0705 -1.5651 2.7141 0.428
H 1.3128 0.0817 1.7900 0.180
H 2.0971 -0.2121 0.1003 0.450
H 0.3265 -1.2410 -0.5198 0.302
H -2.9636 -3.9294 1.2653 0.268
H -1.2828 -4.0986 1.1976 0.224
H -3.8992 -2.1230 -0.3564 0.291
C 3.3787 2.9116 1.2091 -1.131
C 4.6766 2.1966 1.5543 0.156
C 5.6833 3.0890 2.2825 -0.914
C 6.1773 4.3051 1.4891 -0.737
C 6.8340 3.9866 0.1434 -0.355
C 8.0947 3.1467 0.2733 -1.175
H 3.5461 3.7454 0.5202 0.332
H 2.6830 2.2187 0.7246 0.225
H 2.8952 3.3002 2.1114 0.294
H 5.1188 1.7795 0.6428 0.189
H 4.4385 1.3418 2.1997 0.163
H 6.5419 2.4759 2.5817 0.318
H 5.2306 3.4467 3.2151 0.405
H 6.8938 4.8551 2.1125 0.396
H 5.3405 4.9914 1.3174 0.299
H 7.0958 4.9324 -0.3469 0.356
H 6.1238 3.4828 -0.5205 0.258
H 8.8377 3.6514 0.8996 0.289
H 8.5406 2.9814 -0.7130 0.369
H 7.8846 2.1655 0.7091 0.277
C -6.1929 5.8979 0.6561 -1.178
C -4.7436 5.7640 1.0998 -0.454
C -4.1250 4.4109 0.7440 -0.555
C -4.7856 3.1933 1.4023 -0.518
C -4.8270 3.2177 2.9324 -0.418
C -3.4473 3.2266 3.5713 -1.023
H -6.8384 5.1680 1.1545 0.282
H -6.5725 6.8951 0.9016 0.371
H -6.2842 5.7585 -0.4260 0.286
H -4.6715 5.9504 2.1770 0.250
H -4.1589 6.5534 0.6111 0.357
H -3.0602 4.4335 1.0055 0.272
H -4.1640 4.2780 -0.3438 0.373
H -4.2501 2.2926 1.0759 0.210
H -5.8090 3.0869 1.0253 0.313
H -5.3644 2.3263 3.2788 0.348
H -5.4015 4.0797 3.2870 0.249
H -2.8687 2.3492 3.2640 0.191
H -3.5372 3.2067 4.6624 0.371
H -2.8825 4.1243 3.3030 0.257
C -1.6978 -4.6419 -6.6519 -1.190
C -0.8786 -5.5864 -5.7848 -0.336
C -1.6995 -6.2633 -4.6857 -0.742
C -2.3171 -5.3160 -3.6496 -0.917
C -1.3227 -4.4216 -2.9047 0.344
C -0.3160 -5.2025 -2.0749 -0.895
H -2.1062 -3.8094 -6.0705 0.284
H -1.0713 -4.2155 -7.4422 0.372
H -2.5291 -5.1717 -7.1285 0.287
H -0.0291 -5.0447 -5.3544 0.251
H -0.4521 -6.3647 -6.4301 0.372
H -1.0635 -6.9966 -4.1755 0.297
H -2.5082 -6.8397 -5.1509 0.400
H -2.8694 -5.9192 -2.9176 0.386
H -3.0635 -4.6797 -4.1382 0.328
H -1.8859 -3.7599 -2.2351 -0.166
H -0.7929 -3.7693 -3.6067 0.268
H -0.8230 -5.8311 -1.3355 0.245
H 0.3440 -4.5138 -1.5372 0.026
H 0.3136 -5.8431 -2.6995 0.428
```

No. 2
C67H136F24N7O18P2S8 as an isolated structure. Source: the Open Molecules 2025 dataset; level of theory: wB97M-V/def2-TZVPD.

Summary:
- orbital gap (alpha / beta) (eV) = 8.02 / 4.53
- spin multiplicity = 2
- net charge = +2
- HOMO energy (alpha / beta) (eV) = -11.94 / -11.94
- <S²> = 0.76

Structure (XYZ):
```
262
Properties=species:S:1:pos:R:3:mulliken_charge:R:1
C -5.5770 16.2288 -17.9072 -0.721
C -5.3122 15.0778 -16.8797 2.051
C -4.9032 13.7957 -17.6491 0.111
C -4.5950 12.5256 -16.9337 -0.885
N -5.8464 11.9456 -16.1054 0.881
C -5.8549 12.6512 -14.7741 1.725
C -6.7160 11.8143 -13.8980 0.084
C -6.3905 10.4382 -14.3059 -0.117
C -5.5831 10.5407 -15.5746 -0.865
C -7.1819 12.1020 -16.9570 -0.515
C -7.2124 11.3288 -18.3274 -0.225
C -8.1448 10.0986 -18.2615 -1.108
H -4.6008 16.6178 -18.1967 -0.047
H -6.1580 17.0872 -17.5702 -0.398
H -6.0494 15.9210 -18.8401 0.388
H -6.2152 15.0761 -16.2691 -0.965
H -4.5349 15.4381 -16.2059 -0.041
H -4.0299 14.0381 -18.2547 1.080
H -5.6413 13.5786 -18.4211 -0.959
H -3.6230 12.6885 -16.4682 0.079
H -4.3232 11.7459 -17.6453 0.514
H -6.4642 13.5323 -14.9756 -0.521
H -4.8164 12.7852 -14.4716 -0.596
H -7.7230 12.2300 -13.9356 0.096
H -6.4153 11.8991 -12.8538 -0.554
H -7.2602 9.8192 -14.5261 -0.485
H -5.8234 9.8578 -13.5781 0.661
H -5.7318 9.8212 -16.3798 0.716
H -4.5098 10.4818 -15.3943 0.048
H -7.3739 13.1564 -17.1557 0.045
H -7.9611 11.7412 -16.2855 1.149
H -6.1969 11.0356 -18.5934 0.166
H -7.4278 12.0020 -19.1571 -0.486
H -7.9708 9.4516 -19.1212 0.219
H -9.1845 10.4202 -18.3223 0.429
H -8.0820 9.5310 -17.3330 0.271
C -8.9754 18.6882 -15.8866 -1.099
C -8.2668 19.1186 -17.1902 0.011
C -9.1913 20.0454 -17.9542 -0.975
C -10.6465 19.6809 -18.2457 -0.413
P -11.8063 21.0123 -18.9426 1.123
C -11.7614 22.5614 -18.0172 -1.150
C -12.4182 22.5830 -16.5607 -0.812
C -11.9172 23.8852 -15.8400 -0.384
C -12.8233 24.0998 -14.6796 -1.355
C -11.3812 21.2716 -20.7297 -1.511
C -10.5310 20.1447 -21.4256 0.585
C -10.9178 20.1746 -22.9239 -0.570
C -10.5401 18.9032 -23.6305 -1.288
C -13.5528 20.3347 -18.8221 -1.243
C -13.7334 18.8737 -19.5322 -0.283
C -15.1511 18.2844 -19.4061 -0.770
C -15.3354 16.8521 -19.9767 -1.302
H -9.8237 18.0273 -16.0648 0.097
H -9.3373 19.6317 -15.4778 0.306
H -8.2564 18.1431 -15.2751 0.227
H -7.7790 18.3247 -17.7558 0.145
H -7.3465 19.5890 -16.8441 0.219
H -8.7449 20.3363 -18.9051 0.265
H -9.2951 20.9432 -17.3449 0.264
H -11.2010 19.4565 -17.3345 0.702
H -10.8252 18.7798 -18.8325 0.197
H -12.1489 23.4052 -18.5881 0.657
H -10.6783 22.6273 -17.9140 0.439
H -11.9423 21.8327 -15.9292 0.239
H -13.4896 22.3950 -16.4915 0.551
H -11.9736 24.8162 -16.4041 0.357
H -10.8850 23.6688 -15.5646 0.385
H -12.9988 23.2727 -13.9917 0.354
H -13.8082 24.0677 -15.1454 0.352
H -12.4900 25.0069 -14.1753 0.366
H -10.8482 22.2209 -20.6747 0.693
H -12.3738 21.5135 -21.1098 0.610
H -10.7490 19.0963 -21.2222 -0.550
H -9.4873 20.4181 -21.2706 0.467
H -10.4302 20.9648 -23.4947 0.328
H -12.0046 20.2503 -22.8910 0.351
H -9.4764 18.7391 -23.8029 0.302
H -10.9871 18.8970 -24.6246 0.462
H -10.8902 18.0017 -23.1278 0.200
H -14.0350 21.1938 -19.2886 0.674
H -13.9593 20.3286 -17.8108 0.543
H -13.1397 18.1715 -18.9469 0.180
H -13.3841 18.6808 -20.5465 0.297
H -15.7996 19.0032 -19.9069 0.417
H -15.6068 18.2909 -18.4160 0.381
H -16.3576 16.4788 -20.0390 0.440
H -14.9987 15.9160 -19.5312 0.322
H -15.1632 16.9252 -21.0505 0.321
C -14.4138 8.3061 -25.3237 -1.319
C -13.9446 9.1642 -24.1356 -0.654
C -12.4639 9.6277 -24.2926 -0.567
C -12.0982 10.8735 -23.4339 -1.428
P -10.2652 11.1074 -23.1682 0.669
C -9.5078 11.8695 -24.7013 -0.255
C -9.7851 10.9996 -25.9844 -0.837
C -8.8588 11.4277 -27.1251 -0.594
C -9.1244 10.6312 -28.3812 -1.296
C -10.1190 12.2870 -21.8002 -0.164
C -10.7535 13.7307 -21.8566 -1.024
C -10.4308 14.5990 -20.6280 0.230
C -11.3284 15.8285 -20.6502 -1.143
C -9.4805 9.5220 -22.7902 -1.016
C -10.0748 8.7541 -21.5111 0.025
C -9.7114 7.2349 -21.4786 -0.529
C -9.6123 6.8286 -20.0287 -1.154
H -14.2540 8.9206 -26.2097 0.344
H -15.4611 8.0296 -25.2026 0.402
H -13.8593 7.3771 -25.4561 0.319
H -13.9799 8.6063 -23.2000 0.366
H -14.5850 10.0073 -23.8762 0.436
H -12.2971 9.9286 -25.3269 0.137
H -11.8072 8.7597 -24.2344 0.489
H -12.6025 10.7954 -22.4708 0.548
H -12.4129 11.7873 -23.9379 0.716
H -8.4344 11.9154 -24.5174 -0.009
H -10.0415 12.8014 -24.8880 0.802
H -10.8049 11.2861 -26.2412 0.287
H -9.7288 9.9539 -25.6820 0.410
H -7.8639 11.1808 -26.7544 0.257
H -8.6455 12.4892 -27.2508 0.564
H -8.9357 9.5998 -28.0833 0.298
H -8.3398 10.9376 -29.0730 0.404
H -10.1635 10.8420 -28.6339 0.312
H -9.0437 12.4650 -21.7893 -0.591
H -10.4539 11.7378 -20.9202 0.881
H -11.8235 13.6112 -22.0264 0.541
H -10.4439 14.4020 -22.6576 0.363
H -9.4107 14.9172 -20.4134 -0.137
H -10.6858 14.0319 -19.7328 0.419
H -10.8150 16.5899 -21.2375 -0.037
H -11.3361 16.3398 -19.6876 0.161
H -12.3908 15.7159 -20.8660 0.476
H -8.4422 9.7582 -22.5572 0.528
H -9.4069 8.9557 -23.7187 0.659
H -11.1637 8.7980 -21.4879 0.423
H -9.7844 9.2644 -20.5928 -0.233
H -8.6396 7.1150 -21.6370 0.307
H -10.0670 6.5420 -22.2412 0.505
H -9.0434 5.9287 -19.7948 0.508
H -10.6112 6.5334 -19.7075 0.262
H -9.0693 7.5746 -19.4484 0.078
C -4.5579 16.1474 -13.1323 -1.323
C -3.8798 16.0356 -11.7407 -0.515
N -4.6362 15.3300 -10.5650 0.683
C -5.8500 16.2898 -10.1245 -1.099
C -5.1865 13.9143 -10.9361 0.257
C -5.8596 13.0590 -9.7009 -1.439
C -3.6288 15.1581 -9.3612 -0.678
C -3.0773 16.5367 -8.7814 -0.762
O -1.9509 16.8606 -9.5115 -0.322
C -1.7237 18.3041 -9.4995 -0.831
H -5.5365 16.6107 -13.0066 0.706
H -4.7350 15.1735 -13.5887 -0.276
H -4.0365 16.8297 -13.8036 0.620
H -3.6203 17.0073 -11.3205 0.073
H -2.9930 15.4059 -11.6694 0.834
H -6.2053 16.0295 -9.1274 0.420
H -6.6437 16.2288 -10.8690 0.177
H -5.4264 17.2790 -9.9508 0.487
H -4.2798 13.4113 -11.2723 0.046
H -5.8555 14.1340 -11.7681 -0.208
H -5.2171 12.8048 -8.8579 0.487
H -6.1301 12.1201 -10.1840 0.437
H -6.7954 13.5224 -9.3883 0.283
H -2.8390 14.4158 -9.4776 0.510
H -4.1877 14.6647 -8.5661 0.513
H -2.8321 16.4201 -7.7258 0.556
H -3.8582 17.2890 -8.6706 0.326
H -0.7039 18.4467 -9.8571 0.275
H -1.6962 18.5753 -8.4442 0.380
H -2.3482 18.9430 -10.1240 0.278
C -1.6541 18.2951 -17.3802 -0.764
C -1.4282 19.3502 -18.6130 -0.430
N -2.2818 20.6584 -18.5082 -0.001
C -2.0090 21.4277 -17.1262 -1.113
C -1.7765 21.5205 -19.6399 -0.361
C -2.5494 22.8914 -19.5707 -1.230
C -3.8018 20.2796 -18.5770 -0.976
C -4.3882 19.8533 -19.9213 -0.773
O -3.7539 18.5333 -20.2374 -0.150
C -3.7651 18.0888 -21.5972 -1.118
H -1.5024 18.7885 -16.4201 0.352
H -0.9556 17.4613 -17.4502 0.424
H -2.6567 17.8705 -17.4304 0.013
H -1.5489 18.8548 -19.5764 0.278
H -0.3968 19.7004 -18.6557 0.579
H -2.4422 20.7547 -16.3862 0.442
H -2.7702 22.2077 -17.1435 0.517
H -0.9907 21.7526 -16.9128 0.268
H -1.9965 20.9707 -20.5550 0.401
H -0.7480 21.6335 -19.2971 0.543
H -3.6335 22.7802 -19.5472 0.300
H -2.4352 23.5506 -20.4312 0.412
H -2.3198 23.5311 -18.7185 0.358
H -4.3089 21.1961 -18.2751 0.459
H -3.9626 19.4825 -17.8512 0.593
H -4.1392 20.5774 -20.6970 0.452
H -5.4741 19.7593 -19.9186 0.422
H -2.9505 17.4666 -21.9680 0.399
H -3.5371 18.8327 -22.3607 0.428
H -4.6669 17.5664 -21.9165 0.299
C -11.9711 5.1861 -16.8076 0.696
F -13.1084 4.5416 -17.1202 -0.201
F -10.9690 4.9070 -17.7110 -0.193
F -12.2291 6.4605 -16.8741 -0.206
S -11.4318 4.8120 -14.9462 1.018
O -12.7452 4.5770 -14.1885 -0.490
O -10.5263 3.7228 -15.0995 -0.589
N -10.2804 6.1069 -14.4920 -0.276
S -11.2058 7.1492 -13.8897 1.143
O -12.4382 7.3513 -14.5952 -0.497
O -11.3977 6.9299 -12.4800 -0.510
C -10.2924 8.7820 -14.1022 0.669
F -9.3203 8.7820 -13.3824 -0.214
F -9.8447 8.9298 -15.3887 -0.185
F -11.0965 9.7391 -13.7240 -0.183
C -10.2705 15.1217 -14.9500 0.432
F -9.9398 15.0496 -16.2220 -0.096
F -11.0792 16.1668 -14.7470 -0.223
F -10.9758 14.0627 -14.4902 -0.200
S -8.8898 15.2670 -13.7060 0.441
O -7.6909 15.3521 -14.5649 -0.102
O -9.1610 16.4199 -12.8402 -0.580
N -9.0323 13.7762 -12.7894 -0.210
S -9.7460 14.0265 -11.4885 0.835
O -8.9019 14.6792 -10.4809 -0.634
O -11.0468 14.6032 -11.6921 -0.644
C -10.0811 12.2329 -10.8822 0.609
F -10.7466 11.4456 -11.6627 -0.211
F -8.8362 11.6727 -10.6829 -0.195
F -10.8371 12.1741 -9.7230 -0.235
C -7.4266 15.4592 -23.4997 0.535
F -8.3496 14.7121 -24.1534 -0.105
F -6.5575 16.0878 -24.2976 -0.204
F -8.0052 16.3645 -22.7161 -0.135
S -6.2899 14.3385 -22.4686 0.544
O -5.0271 15.0585 -22.6069 -0.576
O -6.8254 14.3374 -21.1237 -0.534
N -6.3309 12.7949 -23.3719 -0.256
S -5.6420 11.8506 -22.4400 0.770
O -4.2890 12.2779 -21.9948 -0.665
O -6.6294 11.2731 -21.5169 -0.401
C -5.1405 10.4205 -23.6507 0.428
F -6.1931 10.1844 -24.4668 -0.133
F -4.0663 10.8096 -24.3611 -0.205
F -4.7520 9.3903 -22.8563 -0.205
C -1.3225 10.0714 -13.6834 0.529
F -0.8707 9.4097 -12.6051 -0.198
F -0.2503 10.3916 -14.4437 -0.235
F -2.0624 9.2629 -14.4532 -0.203
S -2.2260 11.6769 -13.2175 0.612
O -3.5687 11.1606 -12.8833 -0.506
O -1.6449 12.3337 -12.0561 -0.454
N -2.1450 12.5309 -14.7201 -0.297
S -1.1123 13.7110 -14.4794 0.970
O -1.7075 14.8981 -13.8721 -0.676
O 0.1466 13.3162 -13.7345 -0.641
C -0.5863 14.1886 -16.2175 0.411
F 0.2990 13.3292 -16.6420 -0.204
F -1.6498 14.0893 -17.0235 -0.146
F -0.0825 15.4331 -16.1274 -0.195
```

These records have F_max values of 7.76 7.20 eV Å⁻¹, in the order they appear.